No. 1
Computed, not measured: a structure of composition C21H23BiClINO7S2Sb, with ωB97M-V with the def2-TZVPD basis set.

Each line ends with the Mulliken charge.
CARTESIAN COORDINATES (ANGSTROEM)
Bi -17.1182 -0.0653 -1.8904  1.897
Cl -22.4796 -4.1316 -5.0665  -0.253
C -21.2592 -3.0120 -4.7512  0.398
C -21.4110 -1.7491 -5.3583  -0.486
C -20.6777 -0.6838 -4.8723  -0.459
I -21.2566 1.2041 -5.4304  0.037
C -19.5942 -0.7660 -3.9988  0.599
O -18.8729 0.2159 -3.6206  -0.860
C -19.4355 -2.0396 -3.3213  -0.133
N -18.5155 -2.1503 -2.3502  -0.013
C -18.3724 -3.2947 -1.7132  -0.155
C -19.2656 -4.3700 -1.8994  -0.856
C -20.2389 -4.3217 -2.8801  -0.661
C -20.3231 -3.1373 -3.6483  0.432
H -22.1367 -1.6090 -6.1305  0.434
H -17.4782 -3.4147 -1.0191  0.265
H -19.1760 -5.1878 -1.1980  0.414
H -20.9829 -5.0586 -2.9352  0.463
O -14.9629 -1.2734 -2.3738  -0.752
S -14.8182 -1.7592 -0.9439  1.397
O -14.4757 -3.1509 -0.7765  -0.630
O -16.1334 -1.3369 -0.2185  -0.494
C -13.5828 -0.7130 -0.1007  0.171
C -12.4894 -1.5223 0.1467  -0.541
C -11.3918 -0.9070 0.7643  -0.484
C -11.3591 0.4261 1.0754  -0.513
C -12.4332 1.2606 0.7453  -0.500
C -13.4823 0.6835 0.0879  -0.161
S -14.9067 1.8225 -0.1327  1.284
O -15.8881 1.4992 0.9224  -0.392
O -14.3552 3.1572 -0.0201  -0.737
O -15.5363 1.6341 -1.5429  -0.842
H -12.4636 -2.5409 -0.2560  0.462
H -10.4378 -1.4360 0.9167  0.326
H -10.4185 0.8965 1.4567  0.324
H -12.5234 2.3710 0.9630  0.388
C -18.1897 4.3801 0.2329  -1.086
C -18.2501 3.3624 1.3219  -0.608
Sb -18.5408 1.3662 0.5117  0.669
C -20.7084 1.2749 0.1409  -0.902
C -21.1476 1.7410 -1.2470  -0.667
C -18.1064 0.0753 2.2976  -0.477
C -17.8283 1.0064 3.4334  -1.178
H -18.1274 5.3683 0.6000  0.427
H -18.9606 4.2427 -0.5213  0.177
H -17.2150 4.2643 -0.2936  0.281
H -18.9512 3.4572 2.1266  0.583
H -17.2151 3.3575 1.7740  0.174
H -21.0618 1.8950 0.9689  0.447
H -20.8469 0.2178 0.2980  0.467
H -21.1429 2.8775 -1.2932  0.238
H -22.1671 1.4066 -1.5407  0.354
H -20.4629 1.3548 -2.0262  0.035
H -17.2885 -0.6054 1.9877  0.160
H -19.0435 -0.5380 2.4226  0.519
H -17.0288 1.6545 3.1589  0.295
H -17.4553 0.4671 4.3274  0.366
H -18.6373 1.7042 3.6281  0.355

As for the LUMO energy: -0.0406 hartree. The charge is 0. Its energy relative to the best compared isomer or geometry (same formula, charge and spin) is 0.000 eV.

=====

No. 2
Computed, not measured: a structure of composition C21H23Br5IN4O2ReSi, with ωB97M-V with the def2-TZVPD basis set.

Each line ends with the Mulliken charge.
CARTESIAN COORDINATES (ANGSTROEM)
Re 0.2396 0.5167 -0.2600  0.633
Br 2.7902 2.3083 5.9330  -0.142
C 1.6156 1.9145 4.5224  0.323
C 0.2300 1.9539 4.7153  0.209
Br -0.4883 2.4400 6.3806  -0.146
C -0.6284 1.6408 3.6609  -0.154
Br -2.5039 1.6481 3.8240  -0.067
C -0.1037 1.3023 2.4281  0.352
O -0.8470 1.0074 1.3352  -0.277
C 1.2667 1.2547 2.2457  -0.178
O 1.6827 0.9126 0.9915  -0.393
C 2.1314 1.5682 3.2735  -0.089
Br 3.9717 1.5302 2.8884  -0.119
C -0.7323 -2.2846 1.9932  -1.204
C 0.0566 -2.5746 0.7552  0.863
C 0.4342 -3.8465 0.3784  -1.034
C 1.2151 -4.0233 -0.7646  -0.476
C 1.6258 -2.9546 -1.5372  -0.761
C 1.2199 -1.6879 -1.1293  0.690
N 0.4552 -1.5426 -0.0113  0.508
N 1.4027 -0.4389 -1.6659  0.179
Si 2.1715 0.0036 -3.1971  -0.257
C 0.9154 -0.2731 -4.5402  -0.949
C 2.5580 1.8198 -3.0179  -1.073
C 3.6993 -1.0131 -3.4719  -1.206
H -0.0681 -2.3011 2.8605  0.332
H -1.4963 -3.0451 2.1473  0.453
H -1.2043 -1.3041 1.9480  0.052
H 0.1279 -4.6911 0.9784  0.519
H 1.5095 -5.0243 -1.0540  0.450
H 2.2317 -3.0883 -2.4209  0.408
H 0.0414 0.3727 -4.4102  0.260
H 0.5773 -1.3133 -4.5406  0.316
H 1.3255 -0.0609 -5.5311  0.429
H 1.7122 2.4425 -3.3268  0.197
H 3.3982 2.1083 -3.6522  0.453
H 2.8349 2.0550 -1.9858  0.337
H 3.4833 -1.9209 -4.0394  0.354
H 4.1666 -1.2975 -2.5268  0.380
H 4.4319 -0.4405 -4.0452  0.429
N 0.7359 3.4973 0.2652  -0.459
N 0.1570 2.6688 -0.7573  -0.469
H 0.6605 4.4709 -0.0107  0.286
H 1.7142 3.2466 0.3598  0.245
H 0.5630 2.8593 -1.6746  0.290
H -0.8364 2.9024 -0.7977  0.240
Br -3.6090 2.6992 -0.4166  -0.108
C -3.9589 0.9396 0.1668  0.213
C -4.8849 0.7655 1.1840  -0.433
C -5.1903 -0.5097 1.6360  -0.632
C -4.5810 -1.6210 1.0750  -0.628
C -3.6550 -1.4596 0.0555  -0.580
C -3.3545 -0.1809 -0.3843  0.463
I -1.9320 -0.0198 -1.9095  0.135
H -5.3626 1.6333 1.6170  0.496
H -5.9139 -0.6303 2.4309  0.408
H -4.8262 -2.6153 1.4229  0.440
H -3.1758 -2.3199 -0.3935  0.494

As for the expectation value of S²: 3.766. Its spin multiplicity is 4. As for the LUMO energy (spin up / spin down): -0.1060 / -0.1489 hartree. The charge is +1.

=====

No. 3
Computed, not measured: a structure of composition C21H23ClGaO2PS, with ωB97M-V with the def2-TZVPD basis set.

Each line ends with the Mulliken charge.
CARTESIAN COORDINATES (ANGSTROEM)
Ga -1.6392 0.2075 0.8389  0.619
Cl -3.4282 -0.9328 0.2814  -0.263
C -0.4689 -0.8663 2.4233  0.430
O 0.1504 -1.1352 3.3506  -0.179
P 0.3628 -0.3334 -0.2967  1.386
C 0.9266 1.1177 -1.2567  0.353
C 1.9300 -0.9971 0.3924  0.046
C -0.1174 -1.6205 -1.5301  0.134
C 2.4137 -2.2768 0.0699  -0.230
C 3.6245 -2.7216 0.6055  -0.700
C 4.3527 -1.8956 1.4685  -0.466
C 3.8659 -0.6284 1.8101  -0.793
C 2.6426 -0.1929 1.2943  -0.018
H 1.8431 -2.9158 -0.6078  0.373
H 4.0036 -3.7114 0.3285  0.429
H 5.3203 -2.2298 1.8516  0.414
H 4.4489 0.0214 2.4699  0.430
H 2.2392 0.7849 1.5681  0.415
C 0.0862 2.2307 -1.3832  -0.208
C 0.5060 3.3699 -2.0683  -0.659
C 1.7868 3.4084 -2.6301  -0.539
C 2.6330 2.2977 -2.5114  -0.697
C 2.2086 1.1603 -1.8237  -0.216
H -0.9155 2.2165 -0.9492  -0.308
H -0.1681 4.2238 -2.1749  0.423
H 2.1197 4.2906 -3.1812  0.419
H 3.6283 2.2979 -2.9579  0.427
H 2.8742 0.3028 -1.7067  0.499
C 0.1534 -1.4654 -2.8964  -0.361
C -0.2387 -2.4577 -3.7981  -0.713
C -0.9079 -3.5980 -3.3441  -0.536
C -1.1681 -3.7595 -1.9840  -0.831
C -0.7766 -2.7717 -1.0794  0.031
H 0.6785 -0.5690 -3.2267  0.405
H -0.0080 -2.3390 -4.8541  0.430
H -1.2121 -4.3701 -4.0472  0.423
H -1.6660 -4.6546 -1.6188  0.432
H -0.9957 -2.8820 -0.0154  0.394
H -3.1399 2.2898 -0.4939  0.154
H -3.0737 1.5545 -0.7295  -0.101
C -2.9997 3.1892 3.7996  -0.934
S -2.5909 1.4397 3.5916  0.470
C -4.2522 0.7758 3.3793  -0.897
O -2.0846 1.6200 2.0542  -0.099
H -3.3474 3.3473 4.8275  0.422
H -3.7794 3.4511 3.0713  0.343
H -2.0844 3.7669 3.6199  0.369
H -4.7122 0.7628 4.3702  0.474
H -4.8328 1.4368 2.7312  0.325
H -4.1910 -0.2394 2.9676  0.279

As for the LUMO energy: -0.2761 hartree. The charge is +2.

=====

No. 4
Computed, not measured: a structure of composition C21H23ClN6O9SeV, with ωB97M-V with the def2-TZVPD basis set.

Each line ends with the Mulliken charge.
CARTESIAN COORDINATES (ANGSTROEM)
V -0.6374 -0.6197 0.1180  0.264
C 2.4331 2.0216 -3.2290  -0.954
N 1.8375 0.7884 -2.7327  0.152
C 2.7566 -0.3438 -2.6530  -1.017
C 0.6688 0.7392 -2.1315  0.992
O 0.2542 -0.3278 -1.6104  -0.320
C -0.2100 1.9717 -2.0810  -1.340
O -1.5076 1.5828 -1.6957  -0.352
C -2.1249 2.4443 -0.7792  -1.151
C -1.5460 2.2267 0.6113  0.558
O -0.6786 1.3382 0.7669  0.068
N -1.9656 2.9797 1.6090  0.182
C -1.5192 2.7247 2.9770  -0.962
C -3.0397 3.9538 1.4355  -0.973
H 3.0885 2.4427 -2.4646  0.309
H 1.6809 2.7547 -3.4990  0.327
H 3.0197 1.7930 -4.1167  0.349
H 3.6639 -0.0215 -2.1416  0.322
H 3.0088 -0.6805 -3.6581  0.376
H 2.2956 -1.1540 -2.1005  0.256
H -0.2524 2.4528 -3.0608  0.499
H 0.2520 2.6601 -1.3648  0.575
H -3.1869 2.1970 -0.7695  0.370
H -2.0235 3.4933 -1.0761  0.661
H -0.7947 1.9182 2.9746  0.191
H -2.3760 2.4369 3.5850  0.362
H -1.0669 3.6283 3.3840  0.391
H -2.8628 4.5925 0.5726  0.334
H -3.0705 4.5853 2.3187  0.362
H -4.0048 3.4550 1.3329  0.326
O -3.5386 0.3083 2.2339  -0.666
Cl -3.0066 -0.7846 1.5092  1.925
O -3.8174 -1.9344 1.5510  -0.639
O -1.6280 -1.0870 1.9625  -0.665
O -2.7577 -0.3683 0.0951  -0.590
O 2.1202 1.1989 0.1717  -0.596
C 2.1106 0.2693 0.9504  0.014
N 1.1106 -0.7041 1.0341  1.004
C 1.4822 -1.6639 1.9681  0.021
O 0.8500 -2.6707 2.2115  -0.700
C 2.7793 -1.2494 2.5718  -0.007
C 3.5517 -1.8443 3.5476  -0.489
C 4.7386 -1.2032 3.8905  -0.522
C 5.1253 -0.0183 3.2678  -0.597
C 4.3396 0.5675 2.2793  -0.407
C 3.1624 -0.0735 1.9525  0.335
H 3.2442 -2.7657 4.0232  0.519
H 5.3750 -1.6305 4.6538  0.416
H 6.0546 0.4521 3.5601  0.432
H 4.6341 1.4865 1.7907  0.514
Se -0.7166 -4.1594 0.6422  0.457
N -1.6307 -5.1443 -0.4843  -0.859
C -2.0554 -4.3842 -1.4746  0.570
C -2.8504 -4.8096 -2.5804  -0.530
C -3.2109 -3.8629 -3.4771  -0.625
C -2.7957 -2.5019 -3.2914  -0.306
N -2.0627 -2.0640 -2.3107  -0.099
C -1.6838 -3.0017 -1.4000  0.514
N -0.9506 -2.6739 -0.3412  0.060
H -3.1428 -5.8469 -2.6673  0.490
H -3.8174 -4.1065 -4.3380  0.403
H -3.1055 -1.7628 -4.0233  0.463

As for the expectation value of S²: 2.010. Its spin multiplicity is 3. As for the LUMO energy (spin up / spin down): -0.1360 / -0.1372 hartree. The charge is +1. Its energy relative to the best compared isomer or geometry (same formula, charge and spin) is 0.000 eV.